The following is a DFT calculation (wB97M-V/def2-TZVPD) of a single C5H14N2 molecule.

```
21
Properties=species:S:1:pos:R:3:lowdin_charge:R:1
C 2.874 -1.028 -0.533 -0.144
N 1.576 -0.373 -0.627 -0.132
C 0.482 -1.182 -0.098 -0.246
C -0.885 -0.495 -0.281 -0.234
N -0.930 0.876 0.146 -0.283
C -0.855 1.010 1.584 -0.098
C -2.039 1.594 -0.446 -0.112
H 2.915 -1.998 -1.049 0.071
H 3.087 -1.208 0.518 0.073
H 3.620 -0.357 -0.949 0.073
H 1.346 -0.131 -1.582 0.102
H 0.658 -1.423 0.945 0.103
H 0.410 -2.130 -0.667 0.113
H -1.162 -0.602 -1.325 0.110
H -1.597 -1.126 0.281 0.117
H 0.108 0.654 1.953 0.081
H -0.992 2.052 1.860 0.081
H -1.626 0.423 2.087 0.080
H -1.886 1.646 -1.523 0.081
H -2.069 2.621 -0.098 0.075
H -3.034 1.180 -0.198 0.087
```

Energy relative to the best compared isomer or geometry (same formula, charge and spin) = 27.8 kcal per mole
Calculated total energy = -8391.4142 eV
SMILES string = CNCCN(C)C
Total charge = 0
M = 102.181 g/mol

The following is a DFT calculation (wB97M-V/def2-TZVPD) of 4 unconnected molecules or ions with the total composition C23H64F5IN11O3P4.

```
111
Properties=species:S:1:pos:R:3:lowdin_charge:R:1
C 2.556 0.021 0.235 -0.107
C 0.985 0.498 0.525 -0.282
C 0.048 0.345 -0.812 -0.722
I 0.400 1.960 -2.314 0.910
N -1.420 0.091 -0.551 -0.189
P -1.517 -1.641 -0.002 0.831
N -3.012 -2.103 0.404 -0.241
C -2.075 0.976 0.473 -0.172
F -1.546 2.392 0.491 0.018
F -1.867 0.486 1.888 0.017
C -3.710 1.139 0.320 -0.120
F -4.364 0.656 1.594 0.032
F -4.067 2.605 0.249 0.044
F -4.317 0.351 -0.771 0.043
H 3.012 0.671 -0.649 0.087
H 2.555 -1.133 -0.004 0.087
H 3.194 0.261 1.202 0.094
H 1.048 1.650 0.771 0.119
H 0.598 -0.066 1.474 0.099
H 0.446 -0.634 -1.369 0.100
H -1.887 0.099 -1.508 0.167
H -1.138 -2.455 -1.158 0.074
H -0.629 -1.836 1.138 0.071
H -2.976 -2.435 1.410 0.005
O -1.598 -4.887 1.919 -0.365
P -1.826 -6.325 2.446 0.739
N -2.386 -5.759 3.960 -0.362
C -1.546 -4.973 4.852 -0.120
C -3.701 -5.112 3.866 -0.137
N -0.182 -6.756 2.467 -0.319
C 0.620 -7.028 3.645 -0.127
C 0.668 -6.197 1.420 -0.149
N -2.088 -7.978 3.052 -0.283
C -2.664 -8.808 1.989 -0.146
C -2.711 -8.337 4.323 -0.121
H -2.095 -4.693 5.760 0.088
H -1.175 -4.060 4.375 0.079
H -0.702 -5.554 5.218 0.055
H -4.379 -5.715 3.252 0.078
H -3.634 -4.115 3.416 0.065
H -4.169 -5.021 4.852 0.086
H 1.037 -6.111 4.072 0.080
H 1.460 -7.686 3.394 0.086
H 0.065 -7.555 4.425 0.073
H 0.983 -5.175 1.661 0.071
H 0.143 -6.178 0.458 0.070
H 1.568 -6.805 1.263 0.083
H -3.714 -8.546 1.814 0.080
H -2.598 -9.874 2.229 0.085
H -2.119 -8.661 1.051 0.078
H -3.764 -8.038 4.366 0.086
H -2.178 -7.907 5.176 0.078
H -2.667 -9.421 4.481 0.092
O 4.368 2.845 2.338 -0.345
P 5.184 3.262 3.587 0.733
N 3.954 4.320 4.127 -0.363
C 3.521 5.469 3.345 -0.120
C 2.763 3.601 4.600 -0.145
N 6.412 4.060 2.724 -0.321
C 6.683 5.486 2.735 -0.128
C 6.783 3.506 1.425 -0.145
N 6.122 3.741 5.022 -0.286
C 6.788 2.565 5.591 -0.149
C 5.649 4.590 6.112 -0.124
H 2.712 6.007 3.855 0.086
H 3.173 5.183 2.347 0.083
H 4.315 6.207 3.250 0.055
H 3.054 2.767 5.247 0.074
H 2.175 3.196 3.769 0.068
H 2.119 4.254 5.200 0.083
H 6.066 6.021 2.007 0.081
H 7.733 5.679 2.484 0.085
H 6.535 5.938 3.718 0.071
H 6.089 3.827 0.639 0.078
H 6.790 2.411 1.454 0.071
H 7.796 3.809 1.132 0.082
H 6.066 1.913 6.096 0.078
H 7.570 2.849 6.303 0.084
H 7.275 1.982 4.802 0.078
H 4.827 4.128 6.669 0.083
H 5.335 5.576 5.755 0.078
H 6.459 4.792 6.822 0.090
O -1.487 2.984 -5.801 -0.347
P -2.289 2.187 -6.858 0.734
N -2.430 3.548 -7.884 -0.363
C -3.119 4.762 -7.471 -0.118
C -1.149 3.925 -8.496 -0.138
N -3.660 1.950 -5.882 -0.319
C -4.977 2.519 -6.096 -0.125
C -3.437 1.769 -4.450 -0.165
N -3.212 1.270 -8.074 -0.288
C -2.638 -0.071 -8.221 -0.150
C -3.618 1.757 -9.389 -0.123
H -3.083 5.521 -8.262 0.088
H -2.694 5.190 -6.558 0.087
H -4.183 4.584 -7.321 0.054
H -0.634 3.036 -8.877 0.075
H -0.484 4.419 -7.780 0.079
H -1.300 4.590 -9.353 0.084
H -5.061 3.521 -5.663 0.083
H -5.747 1.893 -5.628 0.084
H -5.251 2.571 -7.152 0.073
H -3.301 2.731 -3.941 0.080
H -2.549 1.153 -4.267 0.041
H -4.274 1.245 -3.973 0.076
H -1.684 -0.031 -8.758 0.079
H -3.318 -0.745 -8.752 0.083
H -2.454 -0.518 -7.238 0.074
H -2.760 1.962 -10.037 0.085
H -4.242 2.654 -9.318 0.079
H -4.248 1.016 -9.896 0.090
```

Calculated total energy = -106244.4439 eV
Total charge = +1
M = 888.629 g/mol

The following is a DFT calculation (wB97M-V/def2-TZVPD) of a single C7H6N4 molecule.

```
17
Properties=species:S:1:pos:R:3:lowdin_charge:R:1
C -1.410 -2.974 0.630 -0.062
C -0.662 -1.792 0.292 -0.325
C -0.269 -1.776 -1.057 -0.031
N 0.345 -0.676 -1.645 0.171
C 0.339 0.269 -0.738 -0.274
C 0.956 1.557 -1.074 -0.064
N 1.101 2.664 -0.385 0.062
C 0.769 2.464 0.953 -0.151
N 0.184 1.325 1.451 0.134
C -0.181 0.367 0.512 -0.346
N -0.823 -0.655 1.005 0.200
H -0.541 -3.711 0.672 0.119
H -2.091 -3.350 -0.111 0.072
H -2.079 -2.695 1.534 0.125
H -0.250 -2.722 -1.561 0.113
H 1.283 1.702 -2.133 0.124
H 0.783 3.474 1.524 0.132
```

Energy relative to the best compared isomer or geometry (same formula, charge and spin) = 42.4 kcal per mole
Calculated total energy = -13314.2553 eV
SMILES string = Cc1cnc2cncnc2n1
Total charge = 0
M = 146.153 g/mol

The following is a DFT calculation (wB97M-V/def2-TZVPD) of 2 unconnected molecules or ions with the total composition C27H26F2NOS.

```
58
Properties=species:S:1:pos:R:3:lowdin_charge:R:1
F -0.934 -3.166 2.649 0.059
C 0.091 -2.257 2.789 -0.214
C 1.402 -2.723 2.730 0.047
C 2.429 -1.818 3.036 -0.034
C 2.145 -0.488 3.298 0.010
C 0.823 0.023 3.122 -0.187
C 0.671 1.434 2.991 0.101
C -0.274 2.036 2.082 -0.168
C 0.176 3.004 1.137 -0.022
C -0.707 3.624 0.262 -0.036
C -2.032 3.184 0.149 0.039
C -2.456 2.203 1.040 -0.216
F -3.744 1.732 0.925 0.057
C -1.647 1.677 2.038 0.070
C -0.234 -0.927 2.998 0.084
H 1.604 -3.763 2.488 0.136
H 3.462 -2.163 3.055 0.123
H 2.936 0.217 3.566 0.095
H 1.532 2.035 3.274 0.079
H 1.244 3.233 1.099 0.115
H -0.361 4.452 -0.356 0.123
H -2.714 3.588 -0.595 0.135
H -2.067 1.000 2.774 0.119
H -1.275 -0.631 3.042 0.115
C 2.193 4.415 3.327 -0.061
O 2.305 4.130 4.730 -0.154
C 1.821 2.970 5.299 -0.323
C 0.412 2.959 5.670 -0.225
C -0.244 1.731 5.889 -0.082
C -1.500 1.715 6.485 -0.077
C -2.104 2.921 6.862 -0.081
C -1.494 4.141 6.558 -0.069
C -0.265 4.173 5.912 -0.022
C 2.831 2.261 5.990 -0.378
N 2.934 2.212 7.366 -0.070
C 1.786 2.402 8.244 0.022
C 4.219 2.067 7.849 -0.288
C 4.507 2.091 9.316 -0.012
C 5.149 2.085 6.855 -0.525
C 6.618 2.220 7.023 -0.088
S 4.434 2.116 5.290 1.141
H 2.575 5.433 3.211 0.107
H 2.825 3.716 2.766 0.087
H 1.150 4.361 2.993 0.077
H 0.273 0.821 5.580 0.107
H -1.998 0.761 6.662 0.110
H -3.051 2.903 7.401 0.106
H -1.974 5.082 6.822 0.111
H 0.225 5.114 5.654 0.124
H 2.129 2.369 9.282 0.086
H 1.311 3.376 8.070 0.115
H 1.043 1.611 8.098 0.101
H 5.537 1.749 9.473 0.080
H 4.442 3.102 9.752 0.109
H 3.858 1.429 9.905 0.091
H 6.935 1.852 8.002 0.076
H 7.147 1.657 6.248 0.081
H 6.935 3.270 6.943 0.098
```

Energy relative to the best compared isomer or geometry (same formula, charge and spin) = 9.3 kcal per mole
Calculated total energy = -48218.4878 eV
Total charge = +1
M = 450.574 g/mol

The following is a DFT calculation (wB97M-V/def2-TZVPD) of a molecular structure, C24H50ClF5OP2Si2TeTi.

```
87
Properties=species:S:1:pos:R:3:lowdin_charge:R:1
Ti 0.104 0.109 -0.080 0.683
C 0.821 -0.164 -2.262 -0.162
C 0.161 1.094 -2.185 -0.301
C 0.967 1.907 -1.296 -0.152
Si -1.402 1.384 -3.181 0.522
C 2.062 1.129 -0.835 -0.155
C 1.976 -0.189 -1.433 -0.300
Si 3.020 -1.743 -1.338 0.518
H 0.476 -0.997 -2.865 0.080
H 0.803 2.968 -1.101 0.115
H 2.884 1.492 -0.225 0.113
Cl -0.381 1.703 3.711 0.459
C 2.665 -2.844 -2.790 -0.149
C 4.801 -1.214 -1.300 -0.165
C -1.554 0.122 -4.534 -0.149
C -1.345 3.114 -3.863 -0.164
H 5.108 -0.995 -2.334 0.043
H 5.426 -2.031 -0.920 0.041
H 4.976 -0.320 -0.689 0.023
H 1.623 -3.194 -2.785 0.032
H 3.327 -3.719 -2.758 0.045
H 2.850 -2.306 -3.731 0.048
H -0.684 3.108 -4.743 0.043
H -0.965 3.852 -3.147 0.022
H -2.348 3.420 -4.190 0.042
H -0.674 0.155 -5.191 0.048
H -2.443 0.338 -5.141 0.045
H -1.651 -0.894 -4.124 0.030
C 2.492 -2.577 0.264 -0.376
C -2.800 1.146 -1.941 -0.367
P 1.944 -1.345 1.469 1.013
H 3.343 -3.159 0.651 0.053
H 1.662 -3.262 0.031 0.034
P -2.250 1.600 -0.277 1.012
H -3.092 0.085 -1.959 0.041
H -3.648 1.771 -2.258 0.052
C -3.683 1.345 0.838 -0.520
C -2.064 3.468 -0.337 -0.513
C 3.525 -0.458 1.976 -0.510
C 1.472 -2.271 2.983 -0.520
C -0.052 -2.364 3.124 -0.099
H 1.881 -1.673 3.818 0.102
C 2.065 -3.685 3.015 -0.102
H 1.665 -4.257 2.168 0.081
H 1.746 -4.161 3.947 0.088
H 3.158 -3.697 2.973 0.060
H -0.548 -1.394 3.060 0.044
H -0.267 -2.786 4.116 0.093
H -0.483 -3.001 2.335 0.067
H 3.930 -0.037 1.042 0.068
C 4.543 -1.429 2.568 -0.105
C 3.225 0.692 2.946 -0.107
H 4.805 -2.253 1.894 0.069
H 4.185 -1.847 3.519 0.079
H 5.470 -0.876 2.770 0.087
H 2.685 1.514 2.467 0.054
H 4.175 1.097 3.311 0.087
H 2.636 0.356 3.808 0.070
H -1.321 3.658 -1.127 0.068
C -1.527 4.021 0.988 -0.108
C -3.381 4.137 -0.715 -0.106
H -3.790 3.781 -1.666 0.068
H -3.203 5.214 -0.825 0.088
H -4.136 3.988 0.067 0.078
H -0.497 3.712 1.183 0.051
H -2.132 3.693 1.842 0.068
H -1.540 5.116 0.946 0.088
C -3.526 0.064 1.667 -0.098
C -5.009 1.284 0.075 -0.101
H -3.667 2.220 1.514 0.103
H -5.001 0.432 -0.615 0.085
H -5.214 2.196 -0.493 0.061
H -5.808 1.140 0.806 0.088
H -3.525 -0.833 1.030 0.065
H -4.368 0.010 2.371 0.093
H -2.603 0.051 2.253 0.046
C 0.029 1.104 1.859 -0.516
H 0.704 1.945 1.659 0.029
H -1.090 1.144 1.534 -0.020
H 0.455 0.078 2.175 -0.029
F -3.255 -1.829 -1.431 -0.526
Te -1.733 -3.027 -0.886 2.035
F -2.550 -2.878 0.870 -0.486
F -0.097 -3.824 0.123 -0.574
F -2.952 -4.693 -1.162 -0.626
F -0.652 -2.462 -2.712 -0.612
O -0.933 -1.271 -0.324 -0.598
```

Calculated total energy = -118601.4248 eV
Total charge = 0
M = 778.693 g/mol

Question: What is the formula in the first record?
Answer: C5H14N2